9
Properties=species:S:1:pos:R:3 method="wB97M-V/def2-TZVPD" smiles="O=c1ncoc(=O)o1" mol_weight_g_mol=115.04 gap_ev=11.8 energy_ha=-470.63737 total_charge=0 relative_energy_kcal_mol=19.9
O -2.210 -1.311 0.003
C -1.203 -0.689 -0.084
N -1.214 0.751 -0.045
C -0.099 1.269 0.048
O 1.134 0.741 -0.102
C 1.280 -0.625 -0.093
O 2.309 -1.224 0.038
O 0.069 -1.251 -0.004
H -0.066 2.340 0.239



7
Properties=species:S:1:pos:R:3 method="wB97M-V/def2-TZVPD" smiles="N#CC(=S)C=O" mol_weight_g_mol=99.11 gap_ev=7.8 energy_ha=-643.04076 total_charge=0 relative_energy_kcal_mol=0.0
N 1.427 0.077 2.121
C 0.655 -0.128 1.275
C -0.294 -0.398 0.227
S -1.459 -1.514 0.350
C -0.146 0.443 -1.025
O 0.712 1.286 -1.138
H -0.895 0.235 -1.809



6
Properties=species:S:1:pos:R:3 method="wB97M-V/def2-TZVPD" mol_weight_g_mol=83.11 spin_multiplicity=3 gap_ev="6.8 / 7.5" energy_ha=-567.57137 total_charge=0 relative_energy_kcal_mol=21.8
C -0.658 -0.638 -0.190
C 0.759 -0.528 -0.055
C 0.505 1.401 0.676
N 1.781 -0.005 0.207
S -1.102 0.978 0.256
H -1.285 -1.207 -0.894



7
Properties=species:S:1:pos:R:3 method="wB97M-V/def2-TZVPD" mol_weight_g_mol=187.75 spin_multiplicity=2 gap_ev="5.9 / 7.5" energy_ha=-479.51262 total_charge=0 relative_energy_kcal_mol=54.6
C -2.409 -0.354 0.129
C -1.532 0.504 0.140
O -0.293 0.846 -0.102
C 0.712 -0.262 -0.311
O 0.222 -1.356 -0.267
H -3.193 -1.042 -0.128
Sn 2.647 0.558 -0.249



7
Properties=species:S:1:pos:R:3 method="wB97M-V/def2-TZVPD" mol_weight_g_mol=187.75 spin_multiplicity=2 gap_ev="7.3 / 7.0" energy_ha=-478.72398 total_charge=+2
C -2.104 -0.409 -0.032
H -2.948 -1.075 -0.068
C -1.173 0.352 0.000
O -0.018 1.315 0.066
C 1.190 0.972 0.057
Sn 3.294 -1.079 -0.039
O 1.760 -0.076 0.016



7
Properties=species:S:1:pos:R:3 method="wB97M-V/def2-TZVPD" mol_weight_g_mol=273.42 spin_multiplicity=2 gap_ev="7.4 / 8.1" energy_ha=-436.10998 total_charge=+3 relative_energy_kcal_mol=17.2
C -1.811 -0.502 -0.132
H -2.864 -0.361 -0.337
C -0.689 -0.685 0.376
O -0.110 1.224 -0.277
C 0.451 0.203 0.267
Tl 3.373 0.110 -0.292
O 1.651 0.011 0.395



8
Properties=species:S:1:pos:R:3 method="wB97M-V/def2-TZVPD" mol_weight_g_mol=101.04 gap_ev=6.4 energy_ha=-415.88060 total_charge=-1 relative_energy_kcal_mol=32.8
C 1.170 0.128 0.394
C 0.283 0.908 -0.243
C -1.306 -0.636 -0.152
O -0.085 1.805 -0.986
O -1.056 -1.322 -1.050
O 1.538 0.123 1.588
O -1.900 -0.237 0.773
H 1.355 -0.769 -0.324



8
Properties=species:S:1:pos:R:3 method="wB97M-V/def2-TZVPD" mol_weight_g_mol=101.04 gap_ev=6.9 energy_ha=-415.84251 total_charge=-1 relative_energy_kcal_mol=56.7
C -0.304 -1.518 -0.300
C -2.038 0.708 0.553
C 1.507 0.266 -0.017
O -2.363 1.298 -0.389
O 2.705 0.115 0.090
O 0.873 -1.283 -0.279
O 0.684 1.106 0.200
H -1.065 -0.691 0.141